# 1
{
  "formula": "C49H69ClNNiOP2SSi2",
  "method": "ωB97M-V/def2-TZVPD",
  "elements": ["Ni", "Cl", "C", "C", "C", "C", "C", "C", "P", "C", "C", "C", "C", "C", "C", "C", "C", "C", "C", "C", "C", "H", "H", "H", "H", "H", "H", "H", "H", "H", "H", "H", "H", "H", "H", "C", "Si", "C", "C", "C", "C", "C", "C", "C", "C", "N", "Si", "C", "C", "C", "H", "H", "H", "H", "H", "H", "H", "H", "H", "H", "H", "H", "H", "H", "H", "H", "H", "H", "H", "H", "H", "H", "S", "C", "O", "P", "C", "C", "C", "C", "C", "C", "C", "C", "C", "C", "C", "C", "C", "C", "C", "C", "C", "C", "H", "H", "H", "H", "H", "H", "H", "H", "H", "H", "H", "H", "H", "H", "H", "H", "H", "H", "H", "H", "H", "H", "H", "H", "H", "H", "H", "H", "H", "H", "H", "H", "H"],
  "xyz": [[-0.50500, 0.09810, 0.53580], [0.79550, 1.98650, -0.31280], [-0.11900, 3.41430, -0.03350], [0.49550, 4.64490, 0.08250], [-0.29250, 5.77690, 0.23830], [-1.67340, 5.66010, 0.30910], [-2.27720, 4.42130, 0.23600], [-1.50700, 3.27360, 0.05220], [-2.15850, 1.59190, -0.18640], [-1.98930, 1.48630, -1.99610], [-2.45530, 2.46840, -2.86900], [-2.27340, 2.32480, -4.23100], [-1.59690, 1.22530, -4.73680], [-1.09410, 0.26480, -3.87040], [-1.28700, 0.39730, -2.51120], [-3.91290, 1.89340, 0.19720], [-4.21000, 1.78030, 1.55780], [-5.50030, 1.94890, 2.01520], [-6.52130, 2.22680, 1.11850], [-6.23500, 2.33830, -0.23440], [-4.94170, 2.17420, -0.69780], [1.57150, 4.72370, 0.04550], [0.17460, 6.74760, 0.28980], [-2.28230, 6.54550, 0.41310], [-3.35130, 4.33580, 0.31160], [-2.93480, 3.35350, -2.47490], [-2.64660, 3.08660, -4.90110], [-1.44890, 1.12730, -5.80360], [-0.55450, -0.58680, -4.26180], [-0.89930, -0.35130, -1.82570], [-3.40390, 1.56120, 2.24380], [-5.71100, 1.86190, 3.06990], [-7.53600, 2.35280, 1.46750], [-7.02680, 2.55730, -0.93800], [-4.73960, 2.28570, -1.75280], [5.57170, 0.30070, -1.90620], [3.71570, 0.72230, -1.66380], [3.59380, 2.60870, -1.94970], [2.71880, -0.14830, -3.04310], [3.05590, 0.14930, 0.00840], [2.42450, -1.15390, 0.03990], [3.24640, -2.25990, -0.21660], [2.76480, -3.54400, -0.07440], [1.43390, -3.70330, 0.29740], [0.67160, -2.57280, 0.49810], [1.12890, -1.32350, 0.37300], [3.52000, 0.77730, 1.73140], [3.16840, 2.62890, 2.01330], [2.66820, -0.29020, 3.05670], [5.41820, 0.54690, 1.87610], [5.90860, 0.65060, -2.87760], [5.77440, -0.76390, -1.85470], [6.17950, 0.79030, -1.15320], [4.30310, 2.91440, -2.71380], [3.82670, 3.16770, -1.05030], [2.60420, 2.90840, -2.28070], [3.16240, 0.02410, -4.01870], [1.69940, 0.22410, -3.07680], [2.67280, -1.22190, -2.88810], [4.27290, -2.08440, -0.48880], [3.40570, -4.39590, -0.24230], [1.00530, -4.68560, 0.41850], [-0.36940, -2.65840, 0.76850], [2.11490, 2.81700, 2.18610], [3.48250, 3.22940, 1.16660], [3.71500, 2.98240, 2.88130], [1.58580, -0.24060, 2.94820], [2.91740, 0.03860, 4.06060], [2.95310, -1.33460, 2.97200], [5.94630, 1.24640, 1.23740], [5.72810, -0.45400, 1.59660], [5.74780, 0.72240, 2.89440], [-0.81600, 1.37190, 3.65510], [-0.62400, 0.48010, 2.37140], [-2.19280, -1.49110, -0.01140], [-3.38400, -2.36870, 0.01940], [-3.18240, -3.84770, -1.11310], [-3.99800, -5.09950, -0.74960], [-3.10390, -6.29380, -0.42880], [-2.19650, -6.64330, -1.61030], [-1.62420, -5.38540, -2.28250], [-1.71050, -4.18600, -1.34510], [-4.84390, -1.44310, -0.65170], [-4.48030, -0.95070, -2.06320], [-5.53310, -1.34440, -3.08960], [-6.90510, -0.84460, -2.64570], [-7.27210, -1.34730, -1.23670], [-6.16290, -2.20600, -0.62810], [-3.84050, -2.90270, 1.74000], [-4.23080, -1.66240, 2.54600], [-4.08500, -1.96560, 4.03380], [-2.60740, -2.14570, 4.39860], [-1.80740, -2.67840, 3.20720], [-2.65620, -3.63800, 2.38270], [-3.56000, -3.46060, -2.06630], [-4.63580, -5.37590, -1.59140], [-4.65080, -4.90480, 0.10150], [-3.72610, -7.15610, -0.18680], [-2.50450, -6.07480, 0.45410], [-2.76240, -7.22030, -2.34280], [-1.38270, -7.27860, -1.25820], [-2.18630, -5.15590, -3.19050], [-0.58760, -5.55060, -2.57950], [-1.19770, -3.32210, -1.77400], [-1.21020, -4.42570, -0.40870], [-4.93310, -0.57550, 0.01270], [-3.50270, -1.33940, -2.36480], [-4.38630, 0.13460, -2.06270], [-5.55390, -2.42700, -3.21970], [-5.27640, -0.90600, -4.05580], [-7.65500, -1.16310, -3.37160], [-6.88830, 0.24570, -2.64420], [-8.19440, -1.92890, -1.27450], [-7.45230, -0.49720, -0.57400], [-6.07560, -3.14040, -1.18540], [-6.42810, -2.45810, 0.40060], [-4.69860, -3.57730, 1.68470], [-5.25880, -1.37120, 2.31460], [-3.57120, -0.83490, 2.27590], [-4.64460, -2.87660, 4.26130], [-4.52120, -1.16200, 4.62570], [-2.52390, -2.83030, 5.24610], [-2.18210, -1.18870, 4.70080], [-0.90630, -3.18340, 3.56070], [-1.49280, -1.83760, 2.57810], [-3.02050, -4.44280, 3.02760], [-2.04630, -4.10020, 1.60330]],
  "homo_ev": [-5.107, -5.107],
  "relative_energy_kcal_mol": 5.09,
  "spin_multiplicity": 2,
  "orbital_gap_ev": [4.95, 5.00],
  "e_lumo_ev": [-0.15, -0.11]
}



# 2
{
  "formula": "C3H12N2O",
  "method": "ωB97M-V/def2-TZVPD",
  "elements": ["N", "C", "C", "C", "N", "H", "H", "H", "H", "H", "H", "H", "H", "H", "H", "O", "H", "H"],
  "xyz": [[-1.96585, 0.29604, -0.80831], [-1.38494, -0.88211, -0.20166], [0.03003, -1.21324, -0.69539], [1.05085, -0.11931, -0.37739], [2.06286, -0.01393, -1.40320], [-1.67086, 0.51018, -1.74595], [-2.03030, 1.11863, -0.23734], [-2.01901, -1.74840, -0.39969], [-1.31701, -0.73422, 0.87037], [0.33161, -2.15556, -0.21375], [0.03359, -1.40838, -1.77793], [1.46504, -0.30390, 0.63169], [0.53662, 0.83581, -0.25990], [2.62849, 0.82369, -1.36464], [2.68283, -0.81551, -1.41571], [-0.49680, 2.07045, 3.04873], [-0.15542, 1.19071, 2.87153], [0.21825, 2.54904, 3.47852]],
  "homo_ev": -8.799,
  "relative_energy_kcal_mol": 8.30,
  "orbital_gap_ev": 9.50,
  "e_lumo_ev": 0.70
}



# 3
{
  "formula": "C8H11NO2",
  "method": "ωB97M-V/def2-TZVPD",
  "elements": ["C", "C", "N", "C", "C", "C", "C", "O", "C", "C", "O", "H", "H", "H", "H", "H", "H", "H", "H", "H", "H", "H"],
  "xyz": [[2.66702, -0.14644, 1.03449], [2.13833, -0.09132, -0.31705], [0.70228, 0.03797, -0.27992], [0.05072, 1.12791, -0.09124], [0.76287, 2.45891, -0.29648], [-1.32892, 1.16456, 0.04386], [-1.99599, 0.00277, 0.11307], [-3.37742, 0.00434, 0.41046], [-1.30611, -1.23793, -0.24580], [0.09442, -1.35744, -0.29467], [0.84495, -2.27366, -0.31502], [3.81766, -0.09427, 0.96783], [2.15108, 0.61006, 1.68552], [2.45381, -1.14678, 1.44074], [2.53117, 0.78523, -0.81863], [2.33381, -1.09102, -0.86250], [1.44478, 2.57265, 0.49987], [1.43866, 2.19173, -1.23128], [-0.02851, 3.40846, -0.67259], [-1.78352, 2.12339, -0.05028], [-3.68941, -0.84716, 0.73394], [-1.81991, -2.14961, -0.17381]],
  "homo_ev": -8.095,
  "relative_energy_kcal_mol": 53.90,
  "orbital_gap_ev": 8.84,
  "e_lumo_ev": 0.75
}



# 4
{
  "formula": "C22H28ClN4OOsSeSi",
  "method": "ωB97M-V/def2-TZVPD",
  "elements": ["Os", "O", "C", "C", "C", "C", "C", "C", "C", "N", "C", "C", "N", "H", "H", "H", "H", "H", "H", "H", "Cl", "C", "C", "C", "C", "C", "C", "C", "H", "H", "H", "H", "H", "H", "Se", "C", "N", "C", "C", "N", "H", "H", "H", "H", "H", "H", "C", "Si", "C", "C", "H", "H", "H", "H", "H", "H", "H", "H", "H"],
  "xyz": [[-0.33643, 0.73895, -0.75438], [-0.36580, -2.11368, 0.60508], [-1.74250, -2.08292, 0.56296], [-2.44471, -2.44257, 1.68833], [-3.83990, -2.54388, 1.66371], [-4.51722, -2.26211, 0.48302], [-3.82868, -1.88337, -0.64964], [-2.41195, -1.77422, -0.66434], [-1.72421, -1.43472, -1.86911], [-0.42363, -1.02401, -2.03157], [-0.21722, -0.93448, -3.39732], [-1.34883, -1.23155, -4.06514], [-2.29977, -1.56489, -3.11588], [-1.89201, -2.65920, 2.59444], [-4.37144, -2.84995, 2.55540], [-5.59828, -2.33559, 0.45794], [-4.38117, -1.61769, -1.54288], [0.73470, -0.61953, -3.79029], [-1.55764, -1.26504, -5.11959], [-3.28879, -1.57110, -3.28032], [2.30267, -0.42370, 2.20512], [2.67676, 1.22104, 1.77280], [3.18913, 2.02884, 2.77139], [3.48866, 3.35721, 2.50824], [3.25976, 3.84822, 1.22954], [2.75416, 3.02722, 0.24240], [2.44035, 1.66879, 0.45751], [1.90564, 0.84993, -0.62192], [3.35626, 1.61121, 3.75557], [3.90049, 3.98459, 3.28810], [3.49322, 4.88336, 1.00388], [2.58353, 3.42655, -0.75222], [2.17622, -0.19828, -0.53184], [2.19316, 1.24442, -1.59844], [-1.83508, 1.89552, -2.22883], [-0.00699, 5.68214, 1.60720], [-0.23054, 4.75585, 0.52051], [-0.02876, 5.26353, -0.83204], [-0.30315, 3.45374, 0.68808], [-0.37902, 2.30001, 0.66581], [-0.69379, 6.52639, 1.51199], [1.01821, 6.06738, 1.58423], [-0.17106, 5.19051, 2.56338], [-0.67809, 6.12530, -0.99711], [-0.29751, 4.48908, -1.55416], [1.01533, 5.56163, -0.97870], [2.13206, -3.31011, -0.42407], [0.39875, -3.54903, 0.26140], [-0.57158, -4.50403, -1.05095], [0.40884, -4.60182, 1.83404], [2.54512, -4.29382, -0.66418], [2.81455, -2.82748, 0.27509], [2.09981, -2.72242, -1.34174], [-0.17130, -5.51293, -1.17992], [-0.51596, -3.99579, -2.01510], [-1.62554, -4.59015, -0.77850], [0.92713, -5.55027, 1.67471], [-0.61485, -4.82829, 2.13821], [0.89887, -4.08279, 2.66008]],
  "homo_ev": [-1.260, -3.830],
  "relative_energy_kcal_mol": 4.19,
  "spin_multiplicity": 5,
  "orbital_gap_ev": [3.84, 6.40],
  "charge": -1,
  "e_lumo_ev": [2.58, 2.57]
}



Q: Which formula does entry 1 have?
A: C49H69ClNNiOP2SSi2